# 1
Entry from the OMol25 dataset: 7 unconnected molecules or ions with the total composition C26H45N3O12 in a non-equilibrium geometry (wB97M-V/def2-TZVPD).

Each line ends with the Mulliken charge.
Atoms and positions in Å:
C -0.813 0.389 -1.901  -0.569
C -0.671 1.910 -2.167  1.094
C -0.508 2.322 -3.623  -0.553
O -1.781 2.741 -4.048  -0.319
C -2.532 2.777 -2.997  0.276
O -3.752 3.033 -3.095  -0.593
O -1.917 2.410 -1.808  0.163
H 0.199 -0.054 -1.908  -0.175
H -1.278 -0.084 -2.747  0.737
H -1.324 0.119 -0.964  -0.548
H 0.198 2.322 -1.545  -0.307
H -0.269 1.411 -4.195  0.331
H 0.149 3.132 -3.672  0.415
C 1.236 -6.427 1.179  -1.361
C 2.453 -6.291 0.353  0.624
C 3.595 -5.542 1.090  0.016
O 4.587 -6.556 1.168  -0.375
C 4.284 -7.658 0.631  0.629
O 4.923 -8.643 0.684  -0.549
O 3.065 -7.537 0.101  -0.414
H 1.355 -7.035 2.060  0.348
H 0.530 -6.871 0.536  0.402
H 0.855 -5.444 1.425  0.271
H 2.302 -5.720 -0.597  0.100
H 3.365 -5.238 2.098  0.213
H 3.872 -4.681 0.436  0.049
C 4.230 1.357 -2.446  -0.609
O 3.164 2.076 -1.771  -0.164
C 3.385 2.494 -0.581  0.678
O 4.690 2.637 0.080  -0.649
O 2.224 2.905 0.004  -0.142
C 2.426 3.187 1.357  -0.775
H 5.173 1.814 -2.629  0.302
H 3.753 0.974 -3.240  0.357
H 4.323 0.437 -1.844  0.090
H 2.972 4.128 1.469  0.364
H 2.878 2.393 1.965  0.246
H 1.430 3.470 1.718  0.244
C 5.119 -0.173 1.794  -0.904
O 3.927 -0.356 1.181  0.183
C 3.825 -1.268 0.167  -0.061
O 4.878 -2.085 -0.152  -0.660
O 2.640 -1.206 -0.547  0.564
C 2.423 -1.979 -1.734  -0.578
H 4.976 0.347 2.754  0.282
H 5.903 0.081 1.054  0.293
H 5.594 -1.114 2.073  0.346
H 2.392 -3.023 -1.462  -0.053
H 3.140 -1.688 -2.449  0.403
H 1.443 -1.676 -2.060  0.208
C -5.804 4.497 1.242  -1.360
C -4.802 3.641 0.523  0.121
C -3.488 3.268 1.282  1.177
C -2.752 4.492 1.666  -0.107
N -2.112 5.468 1.843  -0.617
H -6.857 4.628 0.988  0.370
H -5.503 5.569 1.490  0.314
H -5.855 4.081 2.315  0.272
H -4.465 4.114 -0.355  0.374
H -5.309 2.706 0.307  -0.016
H -2.706 2.710 0.717  -0.905
H -3.530 2.673 2.245  0.345
C -0.725 1.418 1.755  -0.301
C 0.486 0.499 1.951  0.140
C -0.059 -0.937 1.883  -0.337
C 0.896 -2.012 1.876  -0.173
N 1.618 -2.898 1.757  -0.441
H -1.567 1.197 2.458  0.464
H -1.159 1.364 0.721  -0.239
H -0.288 2.468 1.882  -0.150
H 0.797 0.637 2.996  0.440
H 1.366 0.650 1.359  -0.205
H -0.658 -1.159 0.943  -0.098
H -0.603 -1.170 2.660  0.904
C -5.221 0.449 -1.994  -1.732
C -4.209 0.198 -1.013  1.135
C -4.838 -0.299 0.246  -0.443
C -3.952 -0.826 1.298  0.288
N -3.186 -1.265 2.103  -0.565
H -5.772 -0.532 -2.129  0.501
H -4.704 0.535 -2.984  0.318
H -5.862 1.267 -1.716  0.272
H -3.616 1.117 -0.743  -0.874
H -3.657 -0.574 -1.459  0.625
H -5.591 -1.086 0.090  0.450
H -5.346 0.597 0.605  0.180

LUMO level (eV): -0.06
Maximum force (eV/Å): 9.3
Frontier orbital gap (Eh): 0.3844
SMILES: C[C@H]1COC(=O)O1.C[C@H]1COC(=O)O1.COC(=O)OC.COC(=O)OC.CCCC#N.CCCC#N.CCCC#N
Highest occupied orbital energy (eV): -10.5

=====

# 2
Entry from the OMol25 dataset: a molecular structure, C26H46BMnN8O2 (wB97M-V/def2-TZVPD).

Each line ends with the Mulliken spin population.
Atoms and positions in Å:
Mn -0.064 0.021 -0.025  4.050
C 4.090 -3.139 0.791  -0.001
C 3.484 -1.857 0.311  0.017
C 4.067 -0.818 -0.384  0.019
C 3.087 0.155 -0.563  0.026
N 1.936 -0.313 -0.033  -0.008
N 2.201 -1.535 0.530  0.008
B 1.150 -2.266 1.382  -0.098
N -0.063 -2.733 0.559  -0.012
N -0.908 -1.827 -0.028  0.004
C -1.930 -2.515 -0.574  0.026
C -1.707 -3.871 -0.355  0.018
C -0.530 -3.974 0.357  0.017
C 0.165 -5.196 0.870  -0.001
C -3.178 -1.938 -1.212  0.003
C -3.188 -0.413 -1.255  -0.007
C -3.313 -2.480 -2.641  0.001
C -4.375 -2.397 -0.364  0.001
N 0.601 -1.209 2.388  0.011
N -0.004 -0.114 1.874  -0.179
C -0.366 0.723 2.874  -0.027
C 0.028 0.121 4.055  0.016
C 0.634 -1.093 3.712  0.033
C 1.246 -2.141 4.585  -0.003
C -1.085 2.021 2.621  0.004
C -0.353 2.791 1.524  0.001
C -2.528 1.740 2.185  0.015
C -1.104 2.845 3.908  -0.002
C 3.345 1.527 -1.160  -0.006
C 3.726 1.367 -2.639  0.001
C 4.520 2.140 -0.380  0.000
C 2.169 2.491 -1.042  0.063
H 5.130 -3.184 0.478  0.000
H 3.573 -4.006 0.378  0.001
H 4.056 -3.215 1.878  0.001
H 5.100 -0.762 -0.691  0.000
H 1.647 -3.184 1.962  0.000
H -2.341 -4.691 -0.656  0.001
H -0.404 -6.078 0.586  0.000
H 0.253 -5.181 1.956  0.001
H 1.169 -5.293 0.454  0.001
H -2.599 -0.040 -2.090  0.002
H -2.828 0.033 -0.327  0.008
H -4.215 -0.067 -1.390  -0.001
H -2.439 -2.223 -3.246  0.000
H -4.202 -2.053 -3.114  0.000
H -3.423 -3.565 -2.649  0.000
H -4.326 -1.980 0.647  0.000
H -4.418 -3.484 -0.277  0.000
H -5.303 -2.059 -0.832  0.000
H -0.103 0.507 5.054  -0.001
H 1.113 -1.868 5.629  -0.001
H 2.314 -2.242 4.389  0.002
H 0.780 -3.113 4.419  0.002
H -0.380 2.274 0.552  0.005
H 0.697 2.962 1.773  0.001
H -0.833 3.757 1.340  -0.001
H -2.580 1.199 1.240  0.016
H -3.074 2.677 2.049  -0.001
H -3.054 1.141 2.932  0.001
H -0.094 3.058 4.267  0.000
H -1.651 2.329 4.700  0.000
H -1.606 3.798 3.727  0.000
H 4.619 0.751 -2.760  0.000
H 3.937 2.348 -3.073  0.000
H 2.916 0.902 -3.208  0.000
H 5.409 1.509 -0.417  0.000
H 4.258 2.293 0.671  0.000
H 4.778 3.109 -0.814  0.000
H 1.403 2.280 -1.783  -0.001
H 2.525 3.508 -1.216  0.001
H 1.732 2.482 -0.042  -0.027
C -0.612 1.306 -5.252  -0.001
O -0.225 0.643 -4.012  0.004
C -0.684 1.046 -2.865  0.011
O -0.261 0.425 -1.863  -0.027
N -1.540 2.060 -2.797  0.009
N -2.038 2.468 -1.556  0.001
H -0.064 0.790 -6.028  0.000
H -0.310 2.352 -5.221  0.000
H -1.683 1.191 -5.414  0.000
H -1.865 2.503 -3.641  0.001
H -3.043 2.339 -1.540  0.000
H -1.819 3.448 -1.418  0.001

LUMO level (alpha / beta) (eV): -8.05 / -6.57
Maximum force (eV/Å): 0.7
2S+1: 5
Frontier orbital gap (alpha / beta) (Eh): 0.2335 / 0.2871
Total charge: +2
Highest occupied orbital energy (alpha / beta) (eV): -14.4 / -14.4

=====

What is the formula in the first record?
C26H45N3O12

=====

Which of these has the highest maximum force?
C26H45N3O12

=====

Which formula does entry 2 have?
C26H46BMnN8O2